[1]
Molecular formula: C3H7NOS
Method: DFT, the ωB97M-V functional and the def2-TZVPD basis

```
! RIJCOSX wB97M-V def2-TZVPD def2/J DEFGRID3
* xyz 0 1
C -0.311 -2.113 1.420
C -0.106 0.351 -0.179
C 0.487 1.479 -0.917
H -1.422 -2.176 0.482
H -0.852 -1.712 2.659
H 0.467 -2.988 1.624
H 1.011 2.099 -0.119
H 1.174 0.924 -1.456
H -1.525 1.888 -1.313
H -0.736 1.412 -2.680
N -0.532 2.072 -1.820
O -1.184 -0.068 -0.352
S 0.916 -0.732 0.901
*
```

The relative energy (zero: lowest compared OMol25 entry of this formula, charge and spin) is 4.369 eV. The calculation puts the LUMO energy at 0.524 eV. The gap between HOMO and LUMO comes out at 9.8 eV. The value obtained for the molecular weight is 105.16 g mol⁻¹. The HOMO energy is -9.25 eV. The value obtained for the strongest force on any atom is 5.115 eV Å⁻¹.



[2]
Molecular formula: C2H14N2O3
Method: DFT, the ωB97M-V functional and the def2-TZVPD basis

```
! RIJCOSX wB97M-V def2-TZVPD def2/J DEFGRID3
* xyz -1 2
N -1.929 -0.111 0.078
C -0.924 0.838 -0.412
C 0.188 1.069 0.597
N 1.334 1.729 -0.030
H -2.814 0.131 -0.356
H -2.087 0.099 1.059
H -1.324 1.831 -0.677
H -0.564 0.519 -1.382
H -0.225 1.720 1.362
H 0.494 0.104 0.974
H 2.127 1.718 0.600
H 1.139 2.706 -0.189
H -0.254 -3.791 6.306
H 0.488 -2.597 5.769
O 0.364 -3.100 6.589
H -0.176 0.884 -4.070
H 0.915 0.613 -5.220
O 0.624 0.388 -4.313
H 1.258 -0.920 -2.173
H 0.755 -2.238 -2.609
O 0.612 -1.593 -1.904
*
```

The relative energy (zero: lowest compared OMol25 entry of this formula, charge and spin) is 0.750 eV. The calculation puts the LUMO energy (spin up / spin down) at 2.604 / 2.553 eV. The gap between HOMO and LUMO (spin up / spin down) comes out at 1.5 / 8.8 eV. Its expectation value of S² is 0.750. The value obtained for the molecular weight is 114.14 g mol⁻¹. The HOMO energy (spin up / spin down) is 1.07 / -6.27 eV. The value obtained for the strongest force on any atom is 1.057 eV Å⁻¹.